34
Properties=species:S:1:pos:R:3:forces:R:3:lowdin_charge:R:1 method="wB97M-V/def2-TZVPD" orbital_gap_ev=8.2 e_tot_ev=-101873.4668 smiles="C[N@H+]1CCC[C@@H](OC(=O)c2cc(Br)ccc2Cl)C1" total_charge=+1
C 3.91996 1.22599 1.28611 -6.39 -4.97 -12.65 0.096
N 4.91995 0.46586 0.29765 -2.62 2.98 -1.88 -0.092
C 5.46348 -0.73499 0.97907 -2.03 0.61 -0.24 -0.100
C 4.82247 -2.00881 0.42234 1.33 -2.04 5.35 -0.138
C 3.33785 -1.95831 0.26678 2.01 -9.40 11.20 -0.198
C 2.87005 -1.08476 -0.52151 2.04 8.20 -13.83 -0.510
O 1.82422 -0.40201 -0.25558 -4.18 4.86 4.31 -0.027
C 0.56883 -0.79472 -0.65372 1.36 4.06 1.05 -0.413
O 0.62857 -1.67618 -1.38663 -2.54 -4.58 -2.99 0.198
C -0.57975 0.16061 -0.25767 -0.20 0.50 -3.33 -0.097
C -1.82219 -0.54538 -0.34036 -1.54 3.31 4.11 -0.003
C -3.03763 0.26174 0.22872 3.24 -2.81 -3.16 -0.562
Br -4.64670 -0.78582 0.36807 0.79 1.11 0.04 0.739
C -2.87279 1.65641 0.31737 -4.17 -3.84 1.02 -0.127
C -1.72565 2.25352 0.28976 5.71 -14.43 -4.26 -0.043
C -0.51117 1.66871 -0.43846 -3.03 -4.46 5.28 -0.477
Cl 1.01625 2.42754 -0.42518 -0.08 0.74 -0.36 0.756
C 4.12870 0.03061 -0.97308 0.16 -2.41 0.39 0.029
H 4.39531 1.57078 1.93283 7.52 5.46 10.35 -0.020
H 3.08787 0.62832 1.55934 -0.14 -1.24 0.48 0.097
H 3.40699 1.94159 0.64969 0.43 0.58 0.16 0.066
H 5.66254 1.21861 -0.00633 -1.63 -2.02 0.89 0.231
H 6.44107 -0.44868 0.82772 2.90 -1.46 0.23 0.116
H 5.14928 -0.48572 1.95795 0.31 -0.80 1.50 0.115
H 5.18085 -2.97284 1.13503 -1.18 2.78 -1.54 0.208
H 5.33664 -2.23755 -0.39931 1.58 -0.99 -3.83 0.062
H 2.95338 -2.97559 0.00106 0.28 0.51 0.64 0.166
H 2.84212 -1.72612 1.46981 1.39 -0.78 -3.33 0.241
H 2.75032 -1.36397 -1.68166 0.29 -0.57 2.21 0.210
H -1.77423 -1.64668 -0.33980 -0.47 0.72 -0.26 0.114
H -3.72426 2.25353 0.47698 -1.10 0.52 0.61 0.115
H -1.60651 3.08946 0.23994 1.41 17.37 0.11 -0.033
H 4.83547 -0.54026 -1.78098 -1.57 1.82 2.21 0.186
H 3.57577 0.86017 -1.35834 0.15 0.67 -0.46 0.095

=====

11
Properties=species:S:1:pos:R:3:forces:R:3:lowdin_charge:R:1 method="wB97M-V/def2-TZVPD" relative_energy_kj_mol=11.42 orbital_gap_ev=9.6 e_tot_ev=-21575.9722 total_charge=+1
O -0.56401 1.07764 0.74578 -0.13 0.25 0.17 -0.048
C -0.08166 0.15603 0.10798 0.18 -0.35 -0.24 -0.480
C -0.19462 -1.27920 0.56777 -0.26 -0.04 0.46 -0.013
C 0.66304 0.38417 -1.18718 0.02 0.51 -0.14 -0.013
H -0.74770 -1.33579 1.52041 0.25 0.06 -0.43 0.089
H 0.80826 -1.71349 0.71689 -0.35 0.14 -0.20 0.100
H -0.72992 -1.88067 -0.18608 0.32 0.22 0.19 0.100
H 1.70174 0.02372 -1.09901 -0.43 -0.01 -0.05 0.100
H 0.17128 -0.15816 -2.01219 0.24 0.07 0.35 0.100
H 0.68340 1.45871 -1.43533 -0.03 -0.48 0.14 0.089
K -1.70985 3.26702 2.26093 0.19 -0.37 -0.26 0.974

=====

14
Properties=species:S:1:pos:R:3:forces:R:3:lowdin_charge:R:1 method="wB97M-V/def2-TZVPD" relative_energy_kj_mol=86.77 orbital_gap_ev=8.9 e_tot_ev=-18907.5436
C 2.14889 0.75456 -0.14157 -0.11 0.65 -1.58 -0.093
C 1.06659 0.84105 -0.95962 -0.36 -2.27 1.22 -0.050
N 0.25054 -0.19231 -0.51276 -1.26 0.90 -0.68 -0.146
N 0.69844 -0.77656 0.52870 2.06 0.48 -1.10 0.030
N -2.39942 -1.70335 0.19300 0.85 1.67 -0.41 -0.270
N 1.91284 -0.23131 0.67226 -0.80 -2.61 3.48 0.022
N -1.72576 0.95679 0.93688 0.22 0.63 -2.21 -0.245
P -1.83566 -0.23490 -0.03683 -1.93 -1.13 -2.44 0.504
H -1.96994 0.38282 -1.32994 -0.18 -0.64 0.50 -0.004
H 3.10037 1.14855 -0.21332 1.52 1.17 0.03 0.105
H 0.89673 1.41106 -1.82697 -0.39 0.50 -0.62 0.100
H -2.65608 -2.32475 -0.59168 0.47 0.88 0.51 -0.035
H 2.39312 -0.59086 1.49238 0.39 0.52 -0.44 0.173
H -1.88068 0.55922 1.78945 -0.51 -0.75 3.73 -0.091

=====

82
Properties=species:S:1:pos:R:3:forces:R:3:lowdin_spin:R:1 method="wB97M-V/def2-TZVPD" spin_multiplicity=3 orbital_gap_ev="5.6 / 5.6" e_tot_ev=-153014.8483 s_squared=2.0037 total_charge=-2
Ni -0.90347 2.16139 1.48354 0.12 -0.19 -0.35 1.800
O 2.67527 1.88953 0.96696 0.39 0.19 -0.36 0.000
C 2.41569 2.82602 -0.06027 -0.17 -0.17 0.32 0.000
C 1.91731 4.15190 0.46445 -0.12 0.12 0.16 0.001
N 0.48458 4.18074 0.85205 0.37 -0.20 -0.43 0.025
C -0.32192 4.84126 -0.15724 0.06 -0.13 0.02 0.001
C -1.80589 4.76729 0.18751 -0.33 -0.14 -0.01 0.003
O -2.52897 5.64681 -0.29297 -0.03 -0.24 0.12 0.003
O -2.15924 3.79074 0.93200 0.18 -0.04 0.00 0.026
C 0.34124 4.83493 2.14778 -0.12 0.01 -0.13 0.001
C 0.84269 3.89326 3.22240 0.07 -0.37 0.14 0.003
O 1.40973 4.36347 4.20643 -0.04 -0.21 0.00 0.005
O 0.62001 2.65015 2.96165 -0.49 0.12 0.05 0.031
H 2.00923 1.97353 1.66557 -0.32 -0.02 0.15 0.000
H 1.69720 2.43108 -0.78886 0.01 -0.03 -0.04 0.000
H 3.36311 2.97572 -0.58490 0.02 0.03 -0.05 0.000
H 2.09492 4.93007 -0.28706 0.05 0.08 -0.01 0.001
H 2.52676 4.38926 1.33939 -0.03 0.12 0.03 0.000
H -0.17072 4.33975 -1.11728 0.00 0.03 -0.05 0.000
H -0.05634 5.89519 -0.28090 0.09 0.15 -0.03 0.000
H -0.71379 5.02246 2.34603 -0.02 0.04 -0.04 0.000
H 0.88147 5.78331 2.18879 0.08 0.13 0.03 0.001
C -4.46689 -0.03418 2.88201 0.05 0.13 -0.01 0.003
C -3.36438 0.29785 1.87339 0.22 0.20 -0.01 0.004
O -3.24982 -0.41747 0.87412 0.01 0.29 0.11 0.000
O -2.65813 1.32197 2.20345 0.35 -0.12 -0.19 0.041
H -4.05244 -0.72048 3.62577 -0.03 0.04 -0.01 0.000
H -5.30151 -0.52279 2.37850 0.04 0.00 0.03 0.000
H -4.79421 0.87647 3.38558 -0.02 -0.09 0.03 0.000
C 2.17215 -6.25151 -0.18596 -0.03 0.14 0.06 0.000
C 1.83671 -4.79281 -0.39640 0.02 -0.09 -0.01 0.000
C 2.83665 -3.85540 -0.61780 -0.02 0.05 -0.03 0.000
C 2.54404 -2.50233 -0.76935 -0.05 -0.01 -0.06 0.001
C 3.69751 -1.54248 -0.97531 -0.05 -0.13 0.00 0.000
C 1.21121 -2.05914 -0.69733 -0.02 -0.22 0.23 0.003
As 0.90020 -0.07838 -0.73673 0.18 -0.40 0.00 0.005
N 0.05050 0.19029 0.88140 -0.49 1.05 0.82 0.033
C 0.56236 -0.34951 2.06395 0.25 -0.43 -0.32 0.001
C -0.03524 -0.04407 3.31863 0.05 -0.23 -0.30 -0.001
C 0.42800 -0.55254 4.51490 -0.03 -0.07 -0.08 0.000
C 1.51130 -1.42632 4.56263 0.02 -0.02 0.05 0.000
C 2.11390 -1.76212 3.36329 -0.04 0.08 -0.18 0.000
C 1.66570 -1.23803 2.15383 -0.11 0.22 0.20 0.001
C -0.49690 -0.18483 -2.18286 -0.16 -0.15 0.03 0.000
C -1.65136 0.60219 -2.20918 -0.08 0.04 -0.19 0.001
C -1.88527 1.73550 -1.26556 0.05 -0.21 0.32 0.006
C -2.64011 0.37482 -3.16760 0.02 -0.08 -0.06 0.000
C -2.49203 -0.57967 -4.15769 -0.06 0.03 -0.04 0.000
C -3.58811 -0.85468 -5.15891 0.10 0.02 0.05 0.000
C -1.27015 -1.23611 -4.23173 -0.01 0.03 -0.06 0.000
C -0.27396 -1.04148 -3.28242 0.20 -0.02 0.02 0.000
C 1.04771 -1.74492 -3.52789 -0.16 0.07 -0.07 0.000
C 0.18913 -2.99924 -0.47237 -0.03 0.11 -0.03 0.000
C -1.26589 -2.61173 -0.37132 0.13 -0.02 0.09 0.000
C 0.52492 -4.34722 -0.33115 0.06 0.05 -0.05 0.000
H 3.17966 -6.47610 -0.54390 -0.06 -0.01 0.01 0.000
H 1.46354 -6.90056 -0.70643 0.04 0.02 0.01 0.000
H 2.13066 -6.50407 0.87887 0.01 -0.01 -0.07 0.000
H 3.87415 -4.18164 -0.64379 -0.03 0.02 -0.04 0.000
H 4.65245 -2.05444 -0.82025 -0.09 0.02 -0.02 0.000
H 3.63909 -0.69551 -0.29137 0.03 0.04 0.02 0.000
H 3.69333 -1.13124 -1.98958 0.02 0.01 0.06 0.000
H -0.87912 0.61817 3.33371 -0.22 0.07 0.10 -0.001
H -0.06717 -0.26349 5.43705 -0.01 0.05 -0.07 0.000
H 1.88276 -1.81333 5.50563 -0.04 -0.01 -0.03 0.000
H 2.95965 -2.44415 3.35475 0.02 0.04 -0.04 0.000
H 2.19100 -1.52236 1.26246 0.10 0.05 0.11 0.000
H -0.93303 2.16954 -0.94942 -0.02 0.05 0.00 0.001
H -2.43508 1.36869 -0.39791 0.02 0.01 0.17 0.002
H -2.48400 2.51953 -1.72444 0.03 0.09 -0.02 0.000
H -3.54764 0.97316 -3.12670 0.05 -0.05 0.02 0.000
H -4.52926 -0.41032 -4.82981 0.03 -0.03 -0.04 0.000
H -3.74006 -1.93060 -5.28077 -0.02 0.05 0.00 0.000
H -3.34310 -0.44289 -6.14310 -0.02 -0.01 0.03 0.000
H -1.07908 -1.91038 -5.06592 0.01 0.00 0.08 0.000
H 1.22985 -1.81531 -4.60298 -0.03 0.05 -0.03 0.000
H 1.06112 -2.75505 -3.11735 0.02 0.03 -0.02 0.000
H 1.87141 -1.19016 -3.07933 0.01 -0.06 -0.09 0.000
H -1.66570 -2.32294 -1.34433 -0.01 -0.01 -0.03 0.000
H -1.41800 -1.75807 0.28969 -0.01 0.03 -0.01 0.000
H -1.86224 -3.44948 -0.00218 0.06 0.02 0.02 0.000
H -0.26960 -5.06446 -0.14150 0.00 0.02 -0.02 0.000